# 1
# C13H37O19P4V

A molecular structure, C13H37O19P4V in a non-equilibrium geometry (ωB97M-V/def2-TZVPD, the OMol25 dataset).

Summary:
Highest occupied orbital energy (alpha / beta) in Eh: -0.437 / -0.458
Kohn-Sham gap (alpha / beta) in eV: 8.8 / 9.3
LUMO (alpha / beta) in hartree: -0.11359 / -0.11838

```
! RIJCOSX wB97M-V def2-TZVPD def2/J DEFGRID3
* xyz 1 4
V -17.935 -18.367 10.540
O -14.894 -19.859 12.451
C -15.879 -19.349 11.746
O -17.089 -19.646 12.004
O -15.664 -18.629 10.724
H -14.077 -19.612 11.976
C -13.460 -17.962 14.550
O -12.236 -17.349 14.142
P -11.205 -18.323 13.491
O -11.755 -19.181 12.431
O -10.098 -17.290 13.074
C -8.915 -17.737 12.442
O -10.663 -19.132 14.735
C -9.781 -20.253 14.620
H -14.187 -17.802 13.747
H -13.876 -17.371 15.363
H -13.359 -19.029 14.724
H -8.409 -16.961 11.872
H -9.038 -18.640 11.844
H -8.135 -17.981 13.181
H -8.775 -19.978 14.302
H -10.214 -20.983 13.939
H -9.674 -20.658 15.623
C -21.412 -17.586 14.586
O -19.987 -17.743 14.681
P -19.009 -17.014 13.688
O -18.882 -17.642 12.362
O -19.479 -15.543 13.550
C -19.507 -14.569 14.591
O -17.681 -16.963 14.503
C -17.255 -18.153 15.233
H -21.897 -18.482 14.203
H -21.673 -16.716 13.985
H -21.810 -17.434 15.589
H -18.880 -14.847 15.438
H -20.521 -14.381 14.940
H -19.126 -13.639 14.175
H -17.822 -19.029 14.930
H -17.379 -17.960 16.293
H -16.212 -18.291 14.967
C -23.466 -23.506 10.911
O -22.397 -23.382 11.872
P -20.979 -23.914 11.442
O -20.991 -25.053 10.533
O -20.245 -22.669 10.784
C -19.966 -21.498 11.594
O -20.287 -24.134 12.831
C -19.471 -25.280 13.086
H -24.304 -22.984 11.360
H -23.643 -24.554 10.697
H -23.215 -22.988 9.982
H -19.287 -21.789 12.392
H -20.884 -21.009 11.902
H -19.396 -20.882 10.898
H -18.421 -25.007 12.981
H -19.670 -26.079 12.371
H -19.679 -25.658 14.082
C -16.492 -19.122 6.130
O -17.053 -20.366 6.577
P -16.933 -20.783 8.079
O -17.621 -19.909 9.050
O -15.383 -20.835 8.372
C -14.559 -21.866 7.801
O -17.428 -22.256 7.993
C -17.393 -23.057 9.203
H -15.735 -18.734 6.814
H -17.264 -18.368 5.993
H -16.009 -19.327 5.178
H -13.684 -21.398 7.351
H -15.020 -22.404 6.973
H -14.273 -22.514 8.623
H -17.918 -22.576 10.023
H -16.367 -23.250 9.512
H -17.905 -23.970 8.919
*
```

Löwdin population analysis, charges in e, atoms 1 to 4: V 1.149; O 0.146; C -0.762; O -0.094



# 2
# C20H20F3NOS

2 unconnected molecules or ions with the total composition C20H20F3NOS in a non-equilibrium geometry (ωB97M-V/def2-TZVPD, the OMol25 dataset).

Summary:
Energy above the lowest of the compared OMol25 structures with the same formula, charge and spin in kJ/mol: 158.95
Highest occupied orbital energy in Eh: -0.206
Kohn-Sham gap in eV: 3.6
LUMO in hartree: -0.07389

```
! RIJCOSX wB97M-V def2-TZVPD def2/J DEFGRID3
* xyz 0 1
C 4.594 -0.398 1.156
C 3.519 -1.112 1.972
N 2.271 -0.318 1.917
C 1.087 -0.906 1.571
C -0.114 -0.233 1.510
C -1.268 -0.773 0.979
C -2.513 -0.083 0.889
C -3.501 -0.533 -0.009
C -4.690 0.142 -0.150
C -4.944 1.268 0.616
C -4.003 1.715 1.528
C -2.802 1.060 1.662
C 2.479 1.158 1.918
C 3.871 1.518 2.442
O 4.929 0.888 1.703
H 5.519 -0.983 1.091
H 4.241 -0.225 0.134
H 3.340 -2.126 1.596
H 3.823 -1.201 3.020
H 1.111 -1.949 1.303
H -0.142 0.785 1.850
H -1.205 -1.755 0.542
H -3.303 -1.408 -0.604
H -5.426 -0.209 -0.855
H -5.881 1.788 0.511
H -4.223 2.568 2.147
H -2.095 1.396 2.401
H 2.364 1.512 0.889
H 1.702 1.647 2.516
H 4.051 2.600 2.407
H 3.977 1.205 3.486
F -3.338 -6.699 2.297
C -4.470 -5.974 2.217
F -4.690 -5.594 0.944
F -5.516 -6.686 2.677
C -4.307 -4.730 3.067
C -5.417 -4.121 3.627
C -5.282 -2.972 4.384
C -4.037 -2.425 4.578
C -2.902 -3.024 4.015
S -1.396 -2.366 4.247
C -3.057 -4.189 3.254
H -6.384 -4.563 3.463
H -6.153 -2.509 4.819
H -3.917 -1.532 5.169
H -2.201 -4.674 2.816
*
```

Löwdin population analysis, charges in e, atoms 1 to 4: C -0.166; C -0.100; N -0.065; C -0.012



# 3
# C49H93NO14P4S

4 unconnected molecules or ions with the total composition C49H93NO14P4S in a non-equilibrium geometry (ωB97M-V/def2-TZVPD, the OMol25 dataset).

Summary:
Highest occupied orbital energy in Eh: -0.273
Kohn-Sham gap in eV: 7.9
LUMO in hartree: 0.01705
Structure (SMILES): CCCCCCCCc1cc(P(C)O)c(CCCCCCC)c2c1Nc1ccc(CCCO)cc1S2.CCOP(=O)(OCC)OCC.CCOP(=O)(OCC)OCC.CCOP(=O)(OCC)OCC

```
! RIJCOSX wB97M-V def2-TZVPD def2/J DEFGRID3
* xyz 0 1
C -2.582 3.475 -2.994
C -2.253 2.669 -4.243
C -0.739 2.504 -4.492
C -0.346 1.193 -5.194
C 0.872 0.490 -4.557
C 0.507 0.120 -3.101
C 1.302 -1.097 -2.541
C 1.921 -0.821 -1.151
C 1.332 -1.573 0.032
C 2.191 -2.367 0.769
C 1.789 -3.078 1.894
P 3.115 -4.076 2.657
C 2.426 -5.781 2.802
O 3.385 -3.611 4.225
C 0.453 -2.964 2.302
C -0.056 -3.647 3.553
C -0.317 -2.566 4.668
C 0.693 -2.564 5.833
C 1.230 -1.163 6.160
C 2.428 -0.741 5.311
C 2.830 0.725 5.545
C 3.676 0.865 6.838
C -0.426 -2.197 1.536
C -0.016 -1.497 0.401
N -0.836 -0.692 -0.438
C -2.218 -0.536 -0.133
C -2.953 0.250 -1.020
C -4.306 0.445 -0.859
C -4.998 -0.143 0.200
C -6.488 0.065 0.319
C -7.328 -0.967 -0.461
C -6.830 -1.230 -1.861
O -7.686 -2.162 -2.524
C -4.270 -0.909 1.092
C -2.904 -1.106 0.920
S -2.110 -2.140 2.111
H -2.198 4.496 -3.052
H -2.208 3.027 -2.071
H -3.665 3.568 -2.880
H -2.668 3.221 -5.093
H -2.775 1.707 -4.248
H -0.226 2.662 -3.541
H -0.445 3.336 -5.139
H -0.228 1.323 -6.270
H -1.182 0.497 -5.051
H 1.648 1.261 -4.500
H 1.205 -0.357 -5.154
H -0.573 -0.055 -3.087
H 0.652 1.009 -2.489
H 0.592 -1.928 -2.513
H 2.062 -1.315 -3.289
H 1.916 0.243 -0.900
H 2.973 -1.101 -1.212
H 3.228 -2.442 0.461
H 3.096 -6.511 2.362
H 2.233 -6.007 3.855
H 1.441 -5.789 2.332
H 4.253 -3.194 4.221
H 0.684 -4.330 3.957
H -1.013 -4.116 3.322
H -1.318 -2.759 5.056
H -0.355 -1.572 4.220
H 1.494 -3.293 5.720
H 0.141 -2.869 6.729
H 1.590 -1.230 7.195
H 0.432 -0.416 6.170
H 3.278 -1.345 5.633
H 2.218 -0.896 4.249
H 3.489 1.038 4.732
H 1.961 1.383 5.568
H 4.671 1.251 6.608
H 3.234 1.581 7.532
H 3.826 -0.095 7.334
H -0.810 -1.134 -1.349
H -2.440 0.696 -1.864
H -4.849 1.059 -1.569
H -6.822 0.096 1.356
H -6.702 1.041 -0.125
H -7.428 -1.911 0.080
H -8.339 -0.557 -0.555
H -5.809 -1.625 -1.845
H -6.783 -0.305 -2.453
H -7.242 -2.413 -3.339
H -4.773 -1.385 1.926
C 10.280 0.294 7.827
C 9.644 -0.318 6.592
O 9.491 -1.736 6.701
P 8.367 -2.325 7.690
O 7.037 -1.915 7.201
O 8.474 -3.899 7.318
C 7.349 -4.612 6.808
C 7.335 -4.607 5.293
O 9.282 -2.502 9.008
C 8.687 -2.274 10.306
C 7.510 -3.193 10.566
H 9.598 0.257 8.681
H 10.533 1.339 7.648
H 11.183 -0.249 8.104
H 8.673 0.143 6.388
H 10.279 -0.146 5.724
H 6.420 -4.208 7.210
H 7.434 -5.637 7.173
H 7.452 -3.599 4.894
H 6.397 -5.025 4.921
H 8.160 -5.201 4.900
H 8.379 -1.228 10.385
H 9.473 -2.443 11.039
H 6.684 -2.983 9.882
H 7.144 -3.063 11.584
H 7.797 -4.235 10.421
C -11.875 4.190 -1.194
C -13.127 4.045 -2.041
O -12.886 3.330 -3.255
P -12.632 1.741 -3.187
O -13.852 1.084 -2.686
O -12.603 1.404 -4.772
C -13.529 0.490 -5.356
C -14.751 1.209 -5.890
O -11.022 1.767 -3.091
C -10.356 0.763 -2.290
C -10.657 -0.645 -2.760
H -11.570 3.228 -0.774
H -12.051 4.875 -0.365
H -11.045 4.562 -1.795
H -13.922 3.552 -1.474
H -13.492 5.029 -2.334
H -13.808 -0.287 -4.645
H -13.003 -0.002 -6.177
H -15.180 1.870 -5.137
H -15.513 0.494 -6.203
H -14.483 1.829 -6.747
H -10.647 0.885 -1.243
H -9.289 0.968 -2.362
H -11.715 -0.891 -2.625
H -10.067 -1.367 -2.199
H -10.432 -0.753 -3.821
C 9.240 2.607 -5.289
C 7.950 2.553 -4.491
O 6.952 3.439 -5.006
P 6.222 3.073 -6.392
O 5.454 1.827 -6.215
O 5.103 4.245 -6.426
C 3.710 3.939 -6.461
C 3.121 3.897 -5.066
O 7.198 3.881 -7.392
C 7.470 3.329 -8.700
C 6.206 3.141 -9.516
H 9.109 2.166 -6.281
H 10.028 2.052 -4.779
H 9.564 3.638 -5.429
H 7.558 1.533 -4.460
H 8.136 2.867 -3.465
H 3.530 3.004 -6.992
H 3.231 4.731 -7.040
H 3.706 3.261 -4.402
H 2.096 3.524 -5.093
H 3.115 4.895 -4.624
H 7.998 2.378 -8.590
H 8.143 4.026 -9.195
H 5.553 2.387 -9.067
H 6.451 2.813 -10.526
H 5.642 4.072 -9.570
*
```

Löwdin population analysis, charges in e, atoms 1 to 4: C -0.122; C -0.265; C -0.218; C -0.210